(1)
{
  "formula": "C3H4N2O",
  "method": "ωB97M-V with the def2-TZVPD basis set",
  "max_force_ev_per_a": 0.50,
  "relative_energy_kcal_mol": 24.4,
  "e_lumo_ev": 0.83,
  "smiles": "Nc1cnco1",
  "symbols": ["N", "C", "C", "N", "C", "O", "H", "H", "H", "H"],
  "xyz": [[1.76618, -0.34935, 0.29286], [0.41376, -0.02897, 0.29443], [-0.36958, 1.07623, 0.26612], [-1.65767, 0.68748, -0.10043], [-1.58536, -0.58841, -0.22937], [-0.36549, -1.10910, 0.03876], [1.87533, -0.97843, -0.49874], [2.33198, 0.47280, 0.12615], [-0.10303, 2.11276, 0.42031], [-2.30612, -1.29501, -0.61010]],
  "forces_ev_per_a": [[0.0, 0.1, 0.0], [-0.1, 0.1, -0.3], [0.2, 0.0, 0.0], [-0.1, -0.3, 0.1], [-0.3, 0.2, -0.1], [0.0, 0.0, -0.3], [0.4, -0.1, 0.2], [0.0, 0.0, 0.1], [0.0, -0.2, 0.0], [-0.2, 0.2, 0.3]],
  "nbo_charge": [-0.80, 0.41, -0.20, -0.44, 0.29, -0.43, 0.38, 0.38, 0.22, 0.19]
}

***

(2)
{
  "formula": "C18H38BBrCl14FN2O2",
  "method": "ωB97M-V with the def2-TZVPD basis set",
  "max_force_ev_per_a": 0.93,
  "e_lumo_ev": -3.46,
  "total_charge": 1,
  "symbols": ["C", "N", "C", "B", "O", "C", "C", "C", "C", "Br", "O", "C", "C", "N", "C", "C", "C", "F", "H", "H", "H", "H", "H", "H", "H", "H", "H", "H", "H", "H", "H", "H", "H", "H", "H", "H", "H", "H", "H", "H", "H", "H", "C", "Cl", "Cl", "H", "H", "C", "Cl", "Cl", "H", "H", "C", "Cl", "Cl", "H", "H", "C", "Cl", "Cl", "H", "H", "C", "Cl", "Cl", "H", "H", "C", "Cl", "Cl", "H", "H", "C", "Cl", "Cl", "H", "H"],
  "xyz": [[1.99351, 0.05008, 0.89988], [0.83048, -0.85861, 1.05834], [1.29775, -2.22092, 1.41853], [0.12982, -0.91001, -0.20449], [0.85858, -0.95377, -1.39939], [-1.50547, -0.86802, -0.27344], [-2.11110, -0.50216, 1.09234], [-3.41267, 0.31035, 0.99522], [-4.30766, 0.09694, 2.21619], [-3.35887, 0.38457, 3.86338], [-1.78391, 0.23696, -1.17588], [-2.44730, -0.06115, -2.36849], [-1.84548, -1.23578, -3.08188], [-1.93762, -2.45818, -2.20212], [-2.19215, -2.15367, -0.71958], [-1.85399, -3.40007, 0.09803], [-2.89970, -3.83450, 1.12066], [-2.46288, -3.52825, 2.39528], [2.78870, -0.40218, 0.30920], [1.67785, 0.94135, 0.37633], [2.39806, 0.32246, 1.86592], [0.72974, -2.61813, 2.25349], [1.24648, -2.92510, 0.58445], [2.33739, -2.18802, 1.71896], [0.72269, -1.77758, -1.86261], [-1.37613, 0.03239, 1.67348], [-2.34227, -1.39927, 1.66019], [-4.00014, -0.02622, 0.14129], [-3.19864, 1.36578, 0.88094], [-4.69965, -0.91280, 2.18238], [-5.15403, 0.76879, 2.17244], [-2.37533, 0.80346, -3.01800], [-3.51404, -0.21890, -2.18507], [-0.81081, -1.03416, -3.31751], [-2.40965, -1.42149, -3.98721], [-2.69269, -3.05793, -2.52157], [-1.07996, -3.00152, -2.25622], [-3.26640, -1.99987, -0.65383], [-0.90663, -3.31890, 0.62132], [-1.75132, -4.23795, -0.59289], [-3.00959, -4.90947, 1.06764], [-3.86373, -3.36276, 0.95703], [-3.87785, -7.80233, 1.49746], [-2.75343, -9.11371, 1.16872], [-4.27545, -6.88767, 0.02356], [-4.79779, -8.21423, 1.89208], [-3.42320, -7.12404, 2.21029], [3.15030, 2.80922, -1.41558], [3.84247, 2.83138, 0.21197], [4.39684, 2.69474, -2.66271], [2.49688, 1.94832, -1.50413], [2.59965, 3.72859, -1.56601], [1.27039, 6.85607, -2.40484], [0.78849, 5.19316, -2.78617], [1.96024, 6.97376, -0.78494], [2.01763, 7.16664, -3.12420], [0.39195, 7.48610, -2.45898], [-0.57098, -2.48429, 5.53093], [1.09346, -3.02896, 5.27842], [-0.67326, -0.74093, 5.78564], [-1.14562, -2.73122, 4.64711], [-0.97092, -2.98418, 6.40404], [-2.01186, 4.11352, 2.46014], [-3.39598, 4.39023, 1.39592], [-0.70837, 3.24628, 1.63343], [-1.62943, 5.07071, 2.79116], [-2.33919, 3.51143, 3.29940], [7.57487, 2.87433, -0.67197], [7.97128, 2.34638, 0.96761], [8.42345, 1.93069, -1.90413], [6.50961, 2.75377, -0.82269], [7.86243, 3.91261, -0.77991], [6.36692, 5.01261, -5.27371], [7.07645, 5.56366, -3.75285], [5.52523, 6.31116, -6.12771], [7.16171, 4.64045, -5.90756], [5.65180, 4.22989, -5.05258]],
  "forces_ev_per_a": [[-0.1, -0.4, 0.0], [0.7, 0.3, -0.5], [-0.4, 0.2, 0.2], [-0.2, -0.2, 0.2], [-0.2, 0.0, 0.4], [0.2, 0.0, 0.1], [-0.5, 0.2, -0.2], [0.2, -0.3, 0.5], [0.0, 0.1, -0.9], [-0.1, 0.0, 0.2], [0.3, 0.0, 0.0], [-0.2, 0.1, 0.3], [-0.3, 0.1, -0.2], [0.2, 0.3, 0.4], [-0.2, 0.1, 0.1], [-0.2, -0.2, -0.3], [0.4, -0.1, -0.1], [0.0, 0.2, 0.3], [0.2, -0.1, -0.1], [-0.1, 0.4, 0.1], [0.0, 0.1, 0.2], [-0.1, -0.1, 0.1], [0.1, -0.2, -0.1], [0.2, 0.1, 0.1], [0.2, 0.0, -0.5], [0.2, 0.1, 0.2], [0.3, -0.2, 0.1], [-0.1, 0.1, -0.2], [0.1, 0.2, -0.2], [0.0, -0.3, 0.4], [-0.1, 0.2, 0.2], [0.1, 0.2, -0.1], [-0.2, -0.1, 0.0], [0.2, -0.1, 0.0], [0.1, -0.2, -0.2], [0.0, -0.2, -0.1], [0.0, -0.2, -0.2], [-0.2, 0.1, -0.2], [0.2, 0.1, 0.0], [0.1, -0.2, -0.1], [-0.1, -0.1, 0.1], [-0.2, 0.1, 0.0], [0.1, -0.1, 0.1], [0.0, 0.0, 0.0], [-0.1, 0.0, -0.1], [0.0, 0.0, -0.1], [0.0, 0.0, 0.0], [-0.1, 0.1, 0.1], [0.0, 0.0, 0.0], [0.0, -0.1, -0.1], [0.1, -0.1, 0.0], [0.0, 0.0, 0.0], [0.1, 0.1, 0.0], [-0.1, 0.0, -0.1], [0.0, 0.0, 0.0], [0.0, 0.0, 0.0], [0.0, 0.0, 0.0], [-0.1, 0.0, 0.0], [0.0, 0.0, 0.0], [0.1, 0.0, 0.1], [0.0, 0.0, -0.1], [0.1, 0.0, 0.0], [0.0, -0.1, 0.1], [0.0, 0.0, 0.0], [0.0, -0.1, 0.0], [0.0, 0.0, -0.1], [0.0, 0.0, 0.0], [0.0, 0.1, 0.0], [0.0, 0.0, 0.0], [0.0, 0.0, 0.0], [0.0, 0.0, 0.0], [0.1, 0.0, 0.0], [0.0, -0.1, 0.0], [0.0, 0.0, 0.0], [0.0, 0.0, 0.0], [0.0, 0.1, 0.0], [0.0, 0.0, 0.0]],
  "mulliken_charge": [-1.21, -0.11, -1.04, 0.32, -0.69, 0.90, -0.74, -0.38, -0.86, -0.17, -0.46, -0.44, -0.78, 0.12, -0.22, -0.82, 0.33, -0.28, 0.50, 0.02, 0.45, 0.17, 0.36, 0.43, 0.30, 0.83, 0.04, 0.22, 0.10, 0.38, 0.54, 0.53, 0.26, 0.28, 0.50, 0.44, 0.45, 0.62, -0.21, 0.47, -0.58, 0.34, -0.17, -0.13, -0.17, 0.33, 0.17, 0.86, -0.18, -0.15, -0.26, -0.25, -0.26, -0.15, -0.14, 0.28, 0.28, 0.30, -0.16, -0.15, -0.32, 0.35, -0.31, -0.17, -0.06, 0.37, 0.18, 0.48, -0.17, -0.16, -0.37, 0.24, -0.10, -0.13, -0.16, 0.29, 0.10]
}

***

(3)
{
  "formula": "C27H59BCrF4NO19",
  "method": "ωB97M-V with the def2-TZVPD basis set",
  "max_force_ev_per_a": 5.57,
  "s2": 8.76,
  "e_lumo_ev": [-10.57, -10.98],
  "total_charge": 2,
  "spin_multiplicity": 6,
  "symbols": ["Cr", "N", "H", "H", "H", "H", "C", "C", "C", "O", "H", "H", "H", "H", "H", "H", "H", "B", "F", "F", "F", "F", "C", "C", "O", "C", "O", "O", "C", "H", "H", "H", "H", "H", "H", "H", "H", "C", "C", "O", "C", "O", "O", "C", "H", "H", "H", "H", "H", "H", "H", "H", "C", "C", "O", "C", "O", "O", "C", "H", "H", "H", "H", "H", "H", "H", "H", "C", "C", "O", "C", "O", "O", "C", "H", "H", "H", "H", "H", "H", "H", "H", "C", "C", "O", "C", "O", "O", "C", "H", "H", "H", "H", "H", "H", "H", "H", "C", "C", "O", "C", "O", "O", "C", "H", "H", "H", "H", "H", "H", "H", "H"],
  "xyz": [[-3.99978, 1.26817, 0.40870], [-1.70174, 3.52526, -1.25384], [-1.08560, 3.53959, -2.05400], [-2.68326, 3.62710, -1.46918], [-1.48239, 4.27633, -0.61518], [-1.56116, 2.61363, -0.84244], [0.58593, 1.79186, 0.77389], [-0.45082, 0.66473, 0.34329], [-0.20871, -0.50745, 1.21246], [-1.83141, 1.10603, 0.27747], [0.28590, 2.22877, 1.72636], [0.57887, 2.65903, 0.11353], [1.56690, 1.31680, 0.78460], [-0.31543, 0.38242, -0.70077], [0.83686, -0.80867, 1.27685], [-0.77471, -1.34032, 0.79521], [-0.47448, -0.40015, 2.26410], [-1.12156, 6.40716, 0.12699], [-1.03777, 6.81163, 1.40202], [-0.16888, 5.44418, -0.23120], [-2.33408, 5.88141, -0.07366], [-0.91883, 7.43673, -0.72951], [-1.00681, -4.38911, -0.78271], [-1.02057, -5.99338, -0.61674], [-2.22700, -6.31126, 0.00064], [-2.58962, -7.58379, 0.16458], [-1.83152, -8.52412, 0.06592], [-3.84646, -7.57005, 0.45086], [-4.55100, -8.75028, 0.93454], [-1.71988, -4.01666, -1.51818], [-0.06441, -3.93010, -1.08149], [-1.03669, -3.85218, 0.16540], [-0.13070, -6.30642, -0.07061], [-0.82756, -6.52721, -1.54726], [-5.48958, -8.44429, 1.39664], [-4.02287, -9.20669, 1.77171], [-4.63688, -9.32535, 0.01258], [5.43537, 0.97707, 4.90178], [5.64227, 2.44030, 4.48901], [4.76307, 2.74188, 3.48905], [4.34320, 3.97778, 3.15798], [4.62247, 5.02970, 3.81904], [3.39428, 3.89316, 2.21601], [2.58709, 5.00232, 1.86595], [6.30378, 0.73730, 5.51535], [5.23071, 0.31506, 4.06036], [4.50140, 0.91183, 5.45994], [6.65337, 2.70759, 4.18186], [5.48687, 3.07068, 5.36456], [1.74851, 5.09348, 2.55627], [2.20389, 4.85162, 0.85672], [3.07107, 5.97193, 1.98302], [3.14215, -1.16161, 2.88189], [4.06211, -1.64286, 1.70609], [5.03829, -0.58868, 1.45359], [4.94112, 0.21876, 0.36068], [4.12618, 0.13838, -0.51043], [5.89030, 1.15689, 0.43531], [5.62763, 2.40235, -0.28861], [2.21261, -1.62824, 3.20795], [2.93205, -0.12110, 2.63436], [3.73519, -1.10196, 3.79449], [3.64027, -1.89369, 0.73283], [4.70105, -2.51025, 1.87189], [4.61580, 2.65844, 0.02558], [5.86015, 2.29704, -1.34830], [6.31478, 3.14259, 0.12126], [-0.90826, -1.37417, -3.82581], [-2.10572, -0.86717, -3.00536], [-3.28061, -1.66137, -2.92977], [-4.18768, -1.43405, -1.90630], [-4.19214, -0.46665, -1.17902], [-5.09695, -2.45616, -1.85180], [-4.93031, -3.80343, -2.33961], [-0.57482, -2.36262, -3.50973], [-0.00289, -0.77570, -3.72466], [-1.02687, -1.47266, -4.90485], [-2.39709, 0.07443, -3.47077], [-1.72690, -0.75942, -1.98901], [-4.47939, -3.71177, -3.32772], [-5.82073, -4.38321, -2.58269], [-4.30497, -4.33841, -1.62489], [1.22356, 4.90515, -7.15568], [1.76930, 4.05621, -6.00746], [0.64791, 3.81922, -5.22770], [0.59529, 2.95572, -4.18794], [-0.45521, 2.63533, -3.60771], [1.79411, 2.67041, -3.75993], [1.97413, 1.72983, -2.67511], [2.11241, 5.35230, -7.60075], [0.42230, 5.59914, -6.90177], [0.71142, 4.27950, -7.88668], [2.37980, 4.64149, -5.31982], [2.19789, 3.08198, -6.24259], [3.01532, 1.43024, -2.55562], [1.25701, 0.90897, -2.67933], [1.76309, 2.34224, -1.79846], [-5.33605, -3.66878, 1.89712], [-3.91754, -3.22523, 1.66268], [-3.38422, -2.48658, 2.75006], [-3.29213, -1.08005, 2.80692], [-3.75157, -0.24377, 1.98531], [-2.76638, -0.85295, 3.95038], [-2.43075, 0.44208, 4.43597], [-5.78498, -3.98434, 0.95532], [-5.92586, -2.95751, 2.47531], [-5.32953, -4.50766, 2.59307], [-3.83367, -2.67434, 0.72588], [-3.24229, -4.08088, 1.66270], [-3.23752, 1.11669, 4.72252], [-1.67716, 0.96767, 3.84950], [-1.99264, 0.33913, 5.42873]],
  "forces_ev_per_a": [[1.4, -3.2, 0.8], [-0.7, -0.9, 0.2], [0.2, 0.3, -1.3], [-0.1, 0.4, -0.8], [0.7, 1.2, 0.7], [0.1, -0.2, 0.3], [-1.1, 0.9, -0.8], [-0.6, 0.7, 1.1], [-0.6, -1.4, 0.5], [1.0, 0.1, 0.2], [0.1, -0.5, 0.3], [0.2, -0.2, -0.3], [-0.1, 0.1, 0.1], [0.5, 0.4, -0.7], [0.1, 0.2, -0.5], [0.0, -0.3, 0.2], [-0.3, 0.4, 0.0], [1.6, 2.6, -0.2], [0.6, 0.0, 2.0], [1.1, -2.1, 0.1], [-3.5, -2.4, -0.7], [0.1, 1.2, -1.1], [0.7, -1.0, 0.1], [1.8, 2.0, -0.6], [-0.6, 1.1, 0.0], [2.1, -1.6, -0.2], [-0.7, 0.6, 0.0], [-2.2, 0.6, 1.2], [0.8, 0.2, -0.4], [-0.4, -0.1, 0.3], [0.5, -0.9, -0.7], [-1.1, -0.4, 0.4], [-0.2, 0.1, 0.8], [-0.8, 0.2, -0.4], [-0.1, 0.4, -0.7], [0.5, -0.3, -0.6], [-0.4, -0.7, 0.7], [-0.3, 0.9, -0.2], [1.4, 0.0, 1.9], [-2.4, 0.9, -3.3], [0.3, 3.5, 4.2], [-0.7, -3.9, -3.0], [1.0, -1.2, -0.2], [-0.5, 1.1, 0.6], [-0.3, -0.6, -0.1], [0.9, 0.1, -0.2], [0.2, 0.1, 0.5], [0.2, -0.5, -0.2], [-0.3, 0.2, 0.1], [-0.2, -0.4, 0.0], [0.2, 0.0, 0.1], [0.5, -0.2, -0.3], [1.1, 0.5, -0.5], [0.4, 0.0, -0.5], [0.1, 0.6, -0.4], [0.9, 0.2, 1.5], [-1.2, -0.2, -0.6], [0.0, -0.3, 0.2], [0.2, -0.7, 0.9], [0.1, -0.6, -0.8], [-0.2, 0.2, 0.1], [0.1, -0.1, -0.1], [-0.9, 0.3, 0.2], [-0.2, 0.0, 0.8], [0.0, 0.4, -0.8], [-0.6, -0.1, 0.0], [0.0, -0.2, 0.1], [-0.1, -1.5, -0.3], [1.3, 1.4, -0.4], [-1.6, -0.7, 1.6], [0.5, -4.2, -3.4], [-0.2, 1.3, 1.0], [0.2, 3.0, 1.4], [1.6, -0.1, -1.5], [-0.2, -0.2, 0.2], [-0.4, 0.6, 0.4], [-0.6, 0.2, 0.1], [0.0, 0.3, 0.5], [-0.2, 0.4, 0.1], [0.6, -0.3, 0.2], [-0.7, 0.9, 0.9], [0.0, -0.1, -0.2], [0.7, -1.0, -0.5], [0.3, 1.1, 0.2], [-4.0, -2.6, 2.9], [-0.6, 2.0, -0.3], [1.1, 0.2, -0.7], [1.2, -1.4, -0.3], [-0.5, 1.2, 1.0], [-0.4, 0.4, -0.4], [0.7, 0.3, 0.6], [0.4, -0.3, -0.2], [0.9, 0.0, -0.6], [0.4, 0.4, -0.5], [-0.2, -0.1, -0.7], [0.2, 0.0, -0.5], [0.0, -0.2, 0.3], [0.0, -0.5, 1.0], [0.0, -0.3, -0.8], [0.5, 4.5, 0.5], [-1.7, -3.3, -0.6], [0.4, -0.1, -0.2], [0.4, 0.7, 0.4], [0.6, 1.3, 1.3], [-0.2, 0.2, 0.2], [-0.1, 0.5, -0.7], [0.1, -0.3, -0.3], [0.2, 0.2, 0.0], [-0.1, -0.1, -0.5], [-0.7, -0.3, -1.0], [-0.2, -0.2, -0.4], [0.3, -0.8, -0.2]],
  "lowdin_spin": [3.91, 0.00, 0.00, 0.00, 0.00, 0.00, 0.09, 0.11, 0.01, 0.75, 0.00, 0.00, 0.01, 0.05, 0.00, 0.00, 0.00, 0.00, 0.00, 0.00, 0.00, 0.00, 0.00, 0.00, 0.00, 0.00, 0.00, 0.00, 0.00, 0.00, 0.00, 0.00, 0.00, 0.00, 0.00, 0.00, 0.00, 0.00, 0.00, 0.00, 0.00, 0.00, 0.00, 0.00, 0.00, 0.00, 0.00, 0.00, 0.00, 0.00, 0.00, 0.00, 0.00, 0.00, 0.00, 0.00, 0.00, 0.00, 0.00, 0.00, 0.00, 0.00, 0.00, 0.00, 0.00, 0.00, 0.00, 0.00, 0.00, 0.00, 0.00, 0.03, 0.00, 0.00, 0.00, 0.00, 0.00, 0.00, 0.00, 0.00, 0.00, 0.00, 0.00, 0.00, 0.00, 0.00, 0.00, 0.00, 0.00, 0.00, 0.00, 0.00, 0.00, 0.00, 0.00, 0.00, 0.00, 0.00, 0.00, 0.00, 0.00, 0.02, 0.00, 0.00, 0.00, 0.00, 0.00, 0.00, 0.00, 0.00, 0.00, 0.00]
}